This record from the Open Molecules 2025 dataset describes a structure of composition C55H40BrN3O2PbS6Se. The level of theory is the ωB97M-V functional and the def2-TZVPD basis.

Calculated values
Molecular weight in g mol⁻¹: 1333.4
HOMO energy (alpha / beta) in eV: -1.2 / 0.0
Net charge: -2
Relative energy (zero: lowest compared OMol25 entry of this formula, charge and spin) in kcal/mol: 18.5

The geometry in XYZ format:
```
109
Properties=species:S:1:pos:R:3:forces:R:3:lowdin_charge:R:1
Pb -0.5187 -0.5349 -2.4959 -0.53 0.28 -0.14 0.711
S 1.9715 0.2414 -3.1921 0.15 0.15 0.10 -0.176
S 3.0182 -1.4058 -3.8411 0.17 -0.10 -0.18 -0.070
S 3.1191 -2.8567 -2.4030 -0.15 -0.04 -0.15 0.419
S 0.4311 -2.5732 -0.8221 -0.19 -0.68 -0.15 0.440
C -3.7675 5.0796 4.8480 0.09 -0.08 -0.05 -0.054
C -3.2037 4.0960 3.8576 -0.04 -0.02 0.03 -0.277
C -3.3485 2.7266 4.0411 -0.02 0.07 0.05 -0.039
C -2.8402 1.8297 3.1127 0.11 -0.11 -0.07 -0.071
C -2.1632 2.3046 2.0038 0.11 -0.33 0.01 -0.347
C -2.0044 3.6664 1.8038 0.04 0.09 -0.06 -0.051
C -2.5247 4.5532 2.7287 0.05 -0.03 -0.06 -0.038
S -1.5590 1.1077 0.7803 -0.21 0.70 0.34 0.970
O -2.1172 1.5497 -0.5158 -0.11 -0.11 -0.02 -0.521
C 0.1578 1.7039 0.7628 0.31 -0.09 0.68 -0.290
C 0.5890 2.2268 -0.4636 -0.08 0.19 -0.31 -0.093
C 1.8641 2.6864 -0.6144 -0.06 -0.04 0.12 -0.027
C 2.7696 2.6270 0.4656 -0.09 -0.04 0.15 -0.150
C 4.0986 3.0925 0.3345 0.24 0.04 0.06 -0.029
C 4.9858 2.9907 1.3690 -0.03 0.04 -0.25 -0.090
C 4.5834 2.4021 2.5822 -0.17 -0.10 0.17 -0.080
C 3.2980 1.9660 2.7500 0.20 0.09 0.12 -0.020
C 2.3456 2.0862 1.7088 -0.03 -0.11 -0.16 -0.128
C 1.0011 1.6286 1.8609 -0.19 0.08 -0.59 -0.149
C 0.5488 1.1224 3.1837 -0.21 -0.49 0.10 -0.143
C 0.4587 2.0231 4.2924 -0.26 -0.10 0.12 -0.111
C 0.6931 3.4111 4.1558 0.05 0.22 0.08 -0.014
C 0.5452 4.2626 5.2179 0.05 0.00 -0.25 -0.080
C 0.1572 3.7733 6.4758 -0.09 -0.21 0.19 -0.094
C -0.0893 2.4370 6.6398 0.02 0.21 0.08 -0.044
C 0.0413 1.5357 5.5603 0.11 0.09 -0.20 -0.164
C -0.2548 0.1620 5.7086 0.01 -0.15 -0.16 -0.020
C -0.1858 -0.6781 4.6362 -0.11 -0.10 0.37 -0.054
C 0.2036 -0.2007 3.3760 0.13 0.52 -0.33 -0.263
S 0.0691 -1.4071 1.9998 0.73 0.02 0.30 0.888
O -0.7073 -2.5063 2.6112 -0.28 -0.23 0.09 -0.511
C 1.8008 -1.9305 2.0507 -0.05 0.03 -0.13 -0.388
C 2.7440 -1.2863 1.2665 -0.09 0.05 -0.01 -0.091
C 4.0362 -1.7817 1.2202 0.05 0.03 0.03 -0.038
C 4.3946 -2.9109 1.9482 0.02 -0.03 0.05 -0.276
C 5.7891 -3.4740 1.8614 -0.14 0.01 -0.04 -0.058
C 3.4260 -3.5499 2.7193 0.03 0.06 -0.06 -0.043
C 2.1261 -3.0732 2.7574 -0.14 -0.01 0.12 -0.063
H -4.4091 4.5773 5.5712 0.01 0.04 0.03 0.071
H -4.3541 5.8437 4.3359 -0.01 0.02 0.04 0.078
H -2.9606 5.5799 5.3887 -0.04 0.02 0.03 0.074
H -3.8652 2.3526 4.9180 -0.02 0.02 -0.01 0.110
H -2.9567 0.7608 3.2523 0.00 0.00 0.02 0.116
H -1.4790 4.0212 0.9245 -0.04 0.01 -0.01 0.124
H -2.3977 5.6194 2.5759 -0.03 0.00 -0.01 0.115
H -0.1309 2.2865 -1.2726 -0.01 -0.04 -0.01 0.087
H 2.1986 3.0727 -1.5679 -0.01 0.01 -0.02 0.111
H 4.3992 3.5288 -0.6105 0.01 -0.04 -0.02 0.113
H 6.0035 3.3426 1.2537 0.00 0.00 -0.02 0.096
H 5.3012 2.2878 3.3852 -0.02 0.00 0.02 0.098
H 3.0001 1.5159 3.6877 0.02 -0.03 -0.01 0.120
H 0.9855 3.8057 3.1923 -0.02 -0.02 -0.03 0.121
H 0.7194 5.3233 5.0848 0.01 -0.01 -0.02 0.101
H 0.0456 4.4533 7.3117 0.00 0.00 0.00 0.095
H -0.3981 2.0501 7.6045 -0.01 -0.01 -0.01 0.106
H -0.5594 -0.2108 6.6799 0.01 0.01 0.01 0.110
H -0.4400 -1.7280 4.7181 -0.04 0.02 -0.03 0.107
H 2.4625 -0.4311 0.6646 0.02 -0.06 -0.11 0.110
H 4.7674 -1.3084 0.5754 -0.02 0.05 0.01 0.117
H 6.4800 -2.7401 1.4482 0.03 -0.02 0.01 0.070
H 5.7975 -4.3505 1.2094 0.06 0.00 0.00 0.081
H 6.1462 -3.7826 2.8452 0.05 -0.01 -0.01 0.070
H 3.6884 -4.4471 3.2695 -0.01 -0.01 0.00 0.107
H 1.3405 -3.5918 3.2939 0.03 -0.01 0.02 0.108
Br -2.7038 -3.6055 -0.5433 0.22 0.09 -0.08 0.720
C -1.8501 -4.9440 -1.6122 0.19 0.16 -0.07 -0.576
C -2.7378 -5.9357 -1.9741 -0.01 -0.09 0.02 -0.189
C -2.3469 -7.0169 -2.7518 -0.12 -0.03 0.00 -0.114
C -1.0270 -7.0950 -3.1453 0.08 -0.06 -0.09 -0.074
C -0.1129 -6.1049 -2.8231 -0.32 0.19 0.24 -0.177
C 1.2744 -6.3051 -3.1860 0.29 -0.04 -0.01 -0.073
C 2.1575 -5.3122 -3.1450 0.03 -0.08 -0.07 -0.124
C 1.6868 -3.9264 -2.8617 0.17 0.16 0.00 -0.684
C 0.4938 -3.8973 -1.9151 0.06 0.29 0.43 -0.670
C -0.4866 -4.9241 -2.0675 -0.15 -0.22 -0.19 -0.225
H -3.7646 -5.8491 -1.6463 0.01 -0.01 0.02 0.074
H -3.0655 -7.7759 -3.0330 0.00 0.00 -0.01 0.088
H -0.6891 -7.9390 -3.7381 0.06 -0.01 0.05 0.101
H 1.5792 -7.3055 -3.4768 -0.02 -0.01 0.00 0.101
H 3.2038 -5.4545 -3.3857 -0.02 -0.05 -0.05 0.084
H 1.3709 -3.4743 -3.8165 -0.04 0.00 0.05 0.031
N -6.1397 4.9798 -4.0605 0.06 -0.03 0.04 0.049
C -5.2887 4.2020 -3.8808 -0.02 0.10 0.00 -0.294
C -4.2736 3.2598 -3.6736 -0.29 0.20 0.02 -0.287
C -4.5679 1.9458 -3.1866 0.16 -0.31 -0.04 -0.067
C -3.5708 1.0140 -3.1265 -0.30 0.24 -0.08 -0.216
N -2.2848 1.2613 -3.4793 0.50 -0.24 -0.01 -0.154
C -1.9833 2.5313 -3.8523 -0.18 0.23 -0.06 -0.215
C -2.9044 3.5339 -3.9753 0.24 -0.13 -0.02 -0.075
H -5.5765 1.6911 -2.8879 0.00 -0.04 -0.03 0.092
H -3.7807 -0.0018 -2.8003 -0.01 0.04 0.06 0.097
H -0.9347 2.7117 -4.0817 -0.04 0.05 -0.04 0.096
H -2.6054 4.5174 -4.3158 0.03 -0.01 0.02 0.088
Se -1.1207 -2.3654 -4.5127 0.01 -0.19 0.04 0.596
C -1.2212 -1.4968 -6.2049 0.06 -0.01 0.09 -0.641
C -0.9084 -2.2402 -7.3452 -0.03 0.07 0.08 -0.143
C -1.0424 -1.6518 -8.5887 -0.02 0.00 -0.03 -0.194
N -1.4509 -0.3978 -8.7814 0.02 0.05 -0.13 0.018
C -1.7307 0.3078 -7.6849 0.00 0.00 -0.03 -0.166
C -1.6377 -0.1818 -6.3919 0.04 -0.04 -0.07 -0.100
H -0.5668 -3.2619 -7.2401 0.00 -0.01 -0.07 0.084
H -0.8114 -2.2145 -9.4899 0.02 -0.04 0.04 0.088
H -2.0581 1.3288 -7.8575 0.00 0.00 0.08 0.097
H -1.8911 0.4383 -5.5434 -0.04 0.02 0.00 0.064
```
Positions in Å, forces in eV/Å.

---

This record from the Open Molecules 2025 dataset describes an isolated molecule of CH2I2O. The level of theory is the ωB97M-V functional and the def2-TZVPD basis.

Calculated values
Molecular weight in g mol⁻¹: 283.8
HOMO energy (alpha / beta) in eV: -8.0 / -8.0
Relative energy (zero: lowest compared OMol25 entry of this formula, charge and spin) in kcal/mol: 120.1

The geometry in XYZ format:
```
6
Properties=species:S:1:pos:R:3:forces:R:3:lowdin_charge:R:1
C 0.5387 -1.1091 0.1338 3.15 1.60 -1.58 -0.565
O -1.5695 1.2335 -1.0156 -0.27 -1.67 -1.18 -1.116
I 0.9364 0.4383 1.2900 -0.78 -0.98 -0.02 0.927
I -1.1496 2.5284 0.1627 0.55 1.27 1.18 0.810
H -0.1133 -1.9301 0.0703 -1.38 -0.38 0.89 -0.035
H 1.3572 -1.1610 -0.6411 -1.28 0.15 0.71 -0.021
```
Positions in Å, forces in eV/Å.

---

This record from the Open Molecules 2025 dataset describes a structure of composition C14H17BrCoN7O2. The level of theory is the ωB97M-V functional and the def2-TZVPD basis.

Calculated values
Molecular weight in g mol⁻¹: 454.2
2S+1: 2
HOMO energy (alpha / beta) in eV: -11.0 / -11.0
Net charge: +1
Relative energy (zero: lowest compared OMol25 entry of this formula, charge and spin) in kcal/mol: 13.1
Expectation value of S²: 0.768

The geometry in XYZ format:
```
42
Properties=species:S:1:pos:R:3:forces:R:3:lowdin_charge:R:1
Co -0.0635 0.4013 0.3891 0.06 -0.79 -0.18 0.575
N -5.1319 -0.2395 1.7663 -0.37 -0.16 -0.05 0.155
N -3.8292 0.1692 1.8825 0.38 0.09 -0.08 -0.264
N -3.4099 0.8807 2.9028 -0.16 0.05 0.07 0.155
C -2.1145 0.9554 2.6595 0.02 -0.22 -0.17 -0.155
N -1.7956 0.2959 1.5337 0.30 0.68 0.13 -0.047
N -2.9124 -0.2019 1.0474 -0.25 -0.13 0.04 0.106
H -5.7180 0.4096 2.2781 0.09 0.04 0.09 0.113
H -5.3943 -0.2476 0.7873 0.12 0.00 -0.04 0.111
H -1.4136 1.4718 3.2915 0.00 0.01 -0.02 0.122
C 2.7907 -0.8532 3.9361 -0.02 0.01 -0.04 -0.031
C 3.0169 0.3083 3.2127 0.01 -0.05 0.05 -0.026
C 2.1488 0.6370 2.1921 -0.02 0.01 -0.09 -0.086
N 1.0817 -0.1140 1.8810 -0.07 0.14 0.09 -0.042
C 0.8680 -1.2329 2.5812 -0.12 -0.03 -0.02 -0.108
C 1.6972 -1.6383 3.6084 0.03 -0.02 0.04 -0.030
H 3.4575 -1.1439 4.7366 0.00 0.00 -0.01 0.121
H 3.8616 0.9477 3.4245 -0.01 0.01 -0.01 0.119
H 2.3131 1.5160 1.5828 -0.01 -0.01 -0.01 0.124
H -0.0010 -1.8144 2.2996 0.01 0.00 0.02 0.119
H 1.4828 -2.5548 4.1391 0.00 0.00 -0.01 0.118
N -1.2005 0.8360 -3.7562 -0.05 -0.04 -0.03 0.031
C -2.3694 1.4598 -3.1426 0.06 0.04 0.09 -0.117
C -2.1616 1.5559 -1.6319 -0.40 0.13 -0.10 -0.484
O -2.9510 1.9758 -0.8416 0.10 -0.01 -0.03 0.118
O -0.9353 1.1005 -1.2870 0.01 -0.19 0.33 -0.025
H -1.3971 -0.0796 -4.1354 -0.01 -0.01 -0.04 0.106
H -0.5303 0.7898 -2.1586 0.09 0.08 -0.04 0.092
H -0.7874 1.4008 -4.4844 0.02 0.00 0.01 0.106
H -3.2958 0.9123 -3.3115 0.00 -0.03 0.00 0.137
H -2.5324 2.4727 -3.5083 0.01 0.02 0.00 0.140
Br 4.7351 -1.3813 -3.7960 -0.09 0.03 0.08 0.745
C 3.3716 -0.8691 -2.5799 0.10 -0.05 -0.08 -0.696
C 3.0288 0.4650 -2.4623 -0.01 0.13 -0.03 -0.130
C 2.0230 0.8319 -1.5733 0.08 -0.11 -0.08 -0.122
C 1.3584 -0.1124 -0.7888 0.16 0.43 0.06 -0.225
C 1.7439 -1.4467 -0.9248 -0.06 0.02 0.03 -0.101
C 2.7339 -1.8341 -1.8183 0.00 -0.03 -0.01 -0.126
H 3.5391 1.2110 -3.0575 0.00 -0.01 0.01 0.102
H 1.7633 1.8845 -1.5029 0.02 0.02 0.00 0.102
H 1.2678 -2.2198 -0.3289 0.01 -0.02 0.02 0.095
H 3.0134 -2.8743 -1.9184 -0.01 0.00 0.01 0.103
```
Positions in Å, forces in eV/Å.

---

This record from the Open Molecules 2025 dataset describes an isolated molecule of C11H19ClN6O3. The level of theory is the ωB97M-V functional and the def2-TZVPD basis.

Calculated values
Molecular weight in g mol⁻¹: 318.8
HOMO energy in eV: -9.4

The geometry in XYZ format:
```
40
Properties=species:S:1:pos:R:3:forces:R:3:lowdin_charge:R:1
N 0.2247 -2.8084 -6.1694 5.27 -2.83 9.17 0.165
Cl -3.8617 3.9944 1.5271 0.10 -1.27 0.21 0.536
N -4.0705 -0.5095 0.3286 0.60 1.28 -1.79 -0.004
N -3.1987 -0.9653 1.1094 -0.13 -1.34 2.89 0.018
N 1.4761 -3.5335 -4.0706 -2.61 0.81 -2.98 0.030
N 0.8505 -3.1242 -5.1136 -2.96 1.92 -5.89 -0.191
O 3.4166 -0.8152 -2.3362 0.93 -1.91 -1.81 -0.187
O 1.7331 0.3642 0.0049 1.48 -0.41 0.86 -0.154
O -0.4024 0.9393 2.4693 -0.27 -1.34 0.27 -0.174
C -4.2255 0.8323 0.5709 -1.58 -0.45 -0.68 -0.114
C -3.5387 1.1474 1.7011 -1.21 0.04 -0.29 -0.329
N -2.9704 -0.0394 2.1019 -0.10 1.13 0.24 -0.077
C -3.4839 2.4567 2.4172 1.24 -0.48 2.14 -0.524
C 2.6093 -2.7221 -3.6324 0.16 -0.25 1.16 -0.190
C 2.2222 -1.5571 -2.7241 0.41 2.27 0.81 -0.162
C 3.3231 0.4740 -1.8168 -1.04 -0.52 0.04 -0.190
C 3.1604 0.3602 -0.2813 -1.75 -0.26 -2.28 -0.127
C 1.2790 1.4360 0.7988 -0.10 1.98 -0.69 -0.204
C -0.2172 1.2280 1.0877 0.09 -0.34 -0.79 -0.181
C -0.7588 -0.4177 2.8118 0.45 0.63 0.88 -0.187
C -2.1917 -0.4070 3.3461 0.00 -0.52 -1.11 -0.066
H -4.9532 1.3795 -0.0553 0.87 -0.08 0.69 0.113
H -2.3699 2.4642 2.6753 -1.57 0.78 0.34 0.079
H -4.1694 2.4186 3.3576 1.41 0.27 -1.60 0.115
H 3.2104 -2.4427 -4.4680 0.42 0.63 -0.60 0.107
H 3.2113 -3.4054 -3.0233 -0.07 0.08 -0.19 0.119
H 1.5095 -0.8234 -3.1908 0.38 -0.82 0.21 0.135
H 1.8716 -1.8437 -1.7361 -0.96 -0.72 -0.35 0.119
H 4.1826 1.0143 -2.1509 1.02 0.19 0.21 0.113
H 2.5191 0.9334 -2.3909 -0.61 0.63 0.77 0.123
H 3.7673 1.0345 0.2322 0.32 1.89 1.09 0.099
H 3.6290 -0.5774 -0.0539 -0.32 -0.91 0.30 0.120
H 1.7853 1.5987 1.7826 -0.05 -0.54 -0.70 0.136
H 1.4389 2.4154 0.2053 -0.30 -1.20 0.78 0.145
H -0.7834 2.1658 0.9635 0.25 -0.34 -0.48 0.116
H -0.5820 0.4146 0.3403 0.26 1.26 1.47 0.160
H -0.7253 -1.0346 1.9147 0.01 -0.15 0.11 0.111
H -0.0715 -0.8409 3.5766 -0.15 0.46 -0.47 0.129
H -2.4742 -1.4501 3.6320 0.00 0.83 -0.34 0.128
H -2.3717 0.2460 4.2590 0.13 -0.40 -1.61 0.146
```
Positions in Å, forces in eV/Å.

---

This record from the Open Molecules 2025 dataset describes a cluster of 3 separate species, C3H14NO2 in total. The level of theory is the ωB97M-V functional and the def2-TZVPD basis.

Calculated values
Molecular weight in g mol⁻¹: 96.1
HOMO energy in eV: -15.5
Net charge: +1
Relative energy (zero: lowest compared OMol25 entry of this formula, charge and spin) in kcal/mol: 28.1

The geometry in XYZ format:
```
20
Properties=species:S:1:pos:R:3:forces:R:3:lowdin_charge:R:1
C 2.1108 -1.4143 -0.6883 -0.93 1.07 -1.40 -0.048
C 0.9343 -0.5806 -0.0712 -0.78 -1.80 0.82 -0.378
C -0.4453 -1.4137 0.0709 3.14 1.68 1.61 -0.007
N 0.6929 0.6140 -0.8983 0.94 1.80 -1.81 0.107
H 3.0244 -0.8384 -0.5531 0.30 -0.57 0.12 0.082
H 2.0014 -1.6026 -1.7791 -0.32 1.09 0.10 0.090
H 2.1611 -2.4693 -0.5068 0.18 -0.35 1.67 0.077
H 1.2793 -0.1727 0.9341 -0.68 -0.79 -1.08 0.158
H -0.8567 -1.6974 -0.8778 -0.18 -0.40 -0.23 0.082
H -0.0830 -2.1817 0.7544 -0.60 -0.78 -0.56 0.086
H -1.0851 -0.8123 0.7022 -0.65 0.15 -0.33 0.043
H 0.7868 0.3363 -1.9137 0.45 0.63 1.26 0.177
H 1.3801 1.3725 -0.6164 -0.64 -1.21 -1.09 0.184
H -0.2868 1.1844 -0.9023 0.93 -1.18 0.83 0.055
H -2.8825 1.5382 2.5507 0.16 -0.41 -0.05 0.072
H -1.4971 1.0031 2.8673 0.37 -0.03 0.45 0.048
O -2.2092 0.9083 2.2398 -0.47 0.66 -0.56 -0.043
H -1.8292 2.6261 -0.9891 0.38 -0.70 -0.10 0.126
H -1.7294 1.8155 0.3131 0.18 -0.59 -0.26 0.078
O -1.4668 1.7847 -0.6365 -1.77 1.74 0.61 0.010
```
Positions in Å, forces in eV/Å.

---

This record from the Open Molecules 2025 dataset describes a structure of composition C16H19ClN2O. The level of theory is the ωB97M-V functional and the def2-TZVPD basis.

Calculated values
Molecular weight in g mol⁻¹: 290.8
HOMO energy in eV: -8.3
Relative energy (zero: lowest compared OMol25 entry of this formula, charge and spin) in kcal/mol: 314.6

The geometry in XYZ format:
```
39
Properties=species:S:1:pos:R:3:forces:R:3:lowdin_charge:R:1
C -0.7950 1.7232 -3.6750 -3.75 1.67 -1.32 -0.047
C 0.2245 0.9519 -3.0045 -2.74 -2.89 -12.81 -0.335
C 0.9380 -0.0043 -3.7841 -0.31 -0.11 -5.07 -0.026
C 2.0401 -0.6076 -3.3080 -0.48 -0.90 -2.69 -0.077
C 2.2608 -0.3229 -2.0098 12.18 -10.68 -3.65 -0.153
C 1.7174 0.4277 -1.2361 -4.75 4.88 6.15 -0.243
C 2.0814 0.6004 0.1481 -6.77 3.07 2.14 0.128
C 0.9993 1.3430 0.8842 6.90 -2.01 1.84 -0.107
C 0.0308 2.0601 0.1651 2.13 -0.50 6.10 -0.917
N -0.1550 1.9937 -0.9774 -0.84 -3.06 -11.97 0.140
C 0.5804 0.9121 -1.8678 0.46 6.97 16.48 -0.127
Cl -0.9540 3.1305 0.9457 -1.92 2.43 2.52 0.825
C 1.2229 1.6239 2.4621 5.22 -10.29 -6.39 0.054
N 1.3071 0.0660 3.1515 0.63 12.33 3.57 0.029
H 1.8539 -0.4353 2.7040 7.06 -5.45 -5.47 -0.014
C 0.1511 -0.4757 3.2301 -6.82 -2.28 3.94 -0.330
C -0.5233 -0.9498 2.0567 1.61 -10.21 -3.06 -0.481
C -1.5609 -2.1303 2.2221 -2.53 -1.01 3.82 -0.148
H -1.3196 -3.2688 2.3743 0.57 2.47 0.17 0.141
C -2.4790 -2.0998 1.0067 -2.88 4.31 1.86 -0.192
H -3.7002 -1.8914 1.2661 3.50 -0.46 -0.32 0.161
C -1.9201 -0.8653 0.2189 -6.84 2.64 5.64 -0.088
H -1.4590 -1.1409 -0.5945 2.93 -0.86 -4.44 0.039
O -1.0922 -0.1662 1.2142 -3.77 4.63 -4.19 -0.119
H -3.1354 -0.1888 -0.0688 4.54 -1.41 0.61 0.220
H -2.5612 -2.9271 0.4249 0.45 -2.65 -1.60 0.050
H -2.1630 -1.7687 3.1988 0.84 -1.21 -1.93 0.145
H 0.1551 -1.6715 1.3507 0.59 1.53 1.45 0.185
H -0.5730 0.2576 3.6169 -0.17 -0.04 0.57 0.153
H 0.1962 -1.2819 4.0465 -0.54 0.47 -1.20 0.168
H 0.4626 1.9603 2.8422 -7.54 4.28 4.40 -0.024
H 2.1721 1.9485 2.5789 2.49 1.78 0.79 0.077
H 2.6864 -0.1221 0.6478 0.81 0.06 0.16 0.104
H 3.2003 -0.9584 -1.6007 -1.69 1.50 -0.62 0.173
H 2.6653 -1.2320 -4.0138 -0.71 0.62 1.48 0.138
H 0.7865 -0.2204 -4.9539 -0.38 0.96 2.70 0.163
H -1.4645 2.4187 -3.0012 1.95 -1.14 -1.28 0.111
H -0.2586 2.2802 -4.5202 -1.21 -0.49 1.10 0.109
H -1.6185 1.0318 -4.1408 1.75 1.05 0.50 0.113
```
Positions in Å, forces in eV/Å.

---

E_tot in eV, matching the order above: -271899.2716; -19312.3324; -136981.5555; -39313.5014; -8916.5674; -34437.2887